{
  "formula": "C18H20B2Ba2Br10O16",
  "method": "ωB97M-V/def2-TZVPD",
  "species": ["Ba", "Ba", "O", "C", "O", "B", "O", "C", "O", "O", "C", "O", "C", "O", "O", "O", "C", "O", "B", "O", "C", "O", "O", "C", "O", "C", "O", "O", "Br", "C", "C", "Br", "H", "H", "H", "H", "Br", "C", "C", "Br", "H", "H", "H", "H", "Br", "C", "C", "Br", "H", "H", "H", "H", "Br", "C", "C", "Br", "H", "H", "H", "H", "Br", "C", "C", "Br", "H", "H", "H", "H"],
  "coordinates": [[5.21040, -1.98058, 4.48050], [-2.02454, 3.79503, 3.64724], [-9.30399, 5.82984, -0.54228], [-8.27590, 5.19685, -0.55353], [-7.46517, 5.05517, 0.44352], [-6.35235, 4.21739, 0.06673], [-6.73003, 3.70973, -1.30393], [-7.80068, 4.26627, -1.74884], [-8.41311, 4.07362, -2.83507], [-6.13681, 3.15426, 1.12525], [-4.97250, 3.31285, 1.62569], [-4.42902, 2.64539, 2.51025], [-4.26160, 4.42665, 0.91395], [-5.07544, 4.97264, 0.08138], [-3.06367, 4.71775, 1.21990], [-1.62288, 1.19263, 3.04883], [-0.67157, 0.95055, 2.30802], [0.01591, -0.08903, 2.21948], [1.16396, 0.13344, 1.32377], [0.88290, 1.45114, 0.72626], [-0.12624, 2.00246, 1.37881], [-0.56416, 3.16879, 1.32892], [1.24175, -0.82356, 0.21341], [2.34363, -1.51972, 0.31078], [2.72194, -2.44984, -0.35983], [3.13195, -0.97533, 1.55127], [2.48269, 0.02181, 2.04253], [4.12069, -1.45865, 2.06539], [-0.19786, -4.64196, 0.69858], [-0.67603, -3.38463, 2.20014], [-2.00670, -3.75014, 2.89500], [-2.15073, -2.55961, 4.40357], [-0.80813, -2.39419, 1.76461], [0.13300, -3.36507, 2.93034], [-2.07895, -4.74650, 3.33103], [-2.89407, -3.69441, 2.26447], [1.33278, 2.28291, -2.49101], [1.95897, 3.76721, -1.35716], [3.42844, 3.68518, -0.99213], [3.78502, 5.18899, 0.24340], [1.23330, 3.96538, -0.56835], [1.99694, 4.63092, -2.02097], [4.04959, 3.80567, -1.87968], [3.73737, 2.76927, -0.48836], [-1.00928, -0.86455, -3.37521], [-1.67090, -1.47110, -1.61405], [-2.21865, -0.21418, -0.90398], [-2.87562, -0.89930, 0.78838], [-0.85022, -1.87314, -1.01996], [-2.38186, -2.22528, -1.95148], [-3.12388, 0.16655, -1.37697], [-1.44688, 0.55095, -0.82016], [2.34817, -2.16681, -5.61493], [3.20146, -0.68861, -4.52633], [4.20347, -1.20600, -3.51604], [4.89841, 0.37787, -2.58868], [2.44595, -0.13639, -3.96744], [3.62927, 0.01209, -5.24333], [5.04220, -1.61823, -4.07703], [3.83039, -1.94275, -2.80462], [7.10432, -5.93399, 0.99993], [5.26715, -6.42504, 0.32441], [4.26613, -5.31258, 0.45743], [4.07350, -4.70509, 2.35858], [5.01523, -7.32003, 0.89329], [5.33035, -6.62827, -0.74462], [3.30433, -5.61273, 0.04157], [4.74785, -4.41964, 0.05904]],
  "atomic_forces_ev_per_a": [[-0.293, -0.463, -1.453], [-0.694, -0.565, -1.423], [2.019, -1.256, -0.741], [-4.049, 2.744, 1.800], [0.316, -0.103, -0.637], [0.549, -0.641, 0.829], [0.326, 0.084, 0.254], [-1.361, -2.122, -4.859], [2.461, 1.138, 4.685], [-1.268, 0.327, -1.330], [1.631, -1.892, 1.661], [-0.580, 1.312, -0.707], [3.817, 1.003, 1.464], [0.133, 0.140, -0.829], [-3.643, -0.389, -0.837], [0.925, 0.104, -0.026], [-2.506, 1.977, 1.213], [1.428, -2.275, 0.530], [0.029, -0.087, -1.736], [-0.531, 1.400, 0.964], [0.387, 2.068, -1.052], [1.082, -2.470, 0.375], [-0.273, 0.235, 0.812], [1.539, -1.930, -0.813], [-0.509, 1.356, 0.880], [-0.507, -0.535, -0.567], [-1.105, 0.770, 0.360], [0.797, -0.015, 0.802], [-0.317, 0.805, 0.987], [-0.868, -0.497, -0.186], [0.454, -0.812, -0.378], [-0.222, 0.385, 0.169], [0.239, -0.285, -0.127], [0.028, -0.286, -0.243], [0.592, 0.014, -0.107], [0.233, 0.572, -0.102], [0.162, 0.299, 0.516], [0.470, 0.818, -1.071], [-0.085, -0.556, 0.610], [0.006, -0.482, -0.352], [0.339, -0.401, 0.041], [-0.850, -0.007, -0.062], [-0.053, 0.155, 0.185], [-0.129, 0.129, 0.107], [0.271, -0.040, 0.354], [0.229, 1.192, -0.751], [-0.474, -1.500, -0.955], [-0.176, 0.328, 0.548], [-0.041, -0.181, -0.386], [-0.158, 0.190, 0.813], [0.378, 0.120, -0.169], [-0.111, -0.094, 0.261], [0.628, 1.005, 0.973], [-0.790, -0.121, 0.115], [0.471, -0.193, -1.223], [-0.047, -0.338, 0.231], [-0.463, -0.335, -0.370], [0.164, -0.353, 0.032], [0.123, -0.072, 0.397], [-0.127, 0.365, -0.017], [-1.151, -0.162, -0.585], [0.603, -0.117, 0.893], [1.622, 0.493, 0.130], [-0.453, -0.343, 0.356], [-0.017, 0.068, -0.248], [0.299, -0.151, 0.081], [-0.101, 0.483, 0.365], [-0.793, -0.009, -0.451]],
  "nbo_charge": [1.952, 1.932, -0.236, 0.706, -0.560, 1.172, -0.535, 0.706, -0.178, -0.574, 0.693, -0.632, 0.713, -0.582, -0.660, -0.668, 0.722, -0.589, 1.168, -0.595, 0.696, -0.638, -0.625, 0.691, -0.496, 0.749, -0.625, -0.749, -0.021, -0.434, -0.462, -0.004, 0.226, 0.206, 0.243, 0.242, -0.009, -0.459, -0.424, -0.018, 0.225, 0.234, 0.240, 0.210, -0.003, -0.440, -0.451, -0.025, 0.228, 0.250, 0.237, 0.219, -0.011, -0.424, -0.434, -0.043, 0.217, 0.236, 0.233, 0.232, -0.024, -0.433, -0.356, -0.175, 0.244, 0.262, 0.265, 0.245],
  "total_charge": 3,
  "homo_ev": [-14.4, -14.4],
  "molar_mass_g_mol": 1587.66,
  "homo_lumo_gap_ha": [0.1972, 0.1025],
  "fmax_ev_per_a": 5.47,
  "multiplicity": 2
}


{
  "formula": "C5H10Cl10",
  "method": "ωB97M-V/def2-TZVPD",
  "species": ["Cl", "C", "Cl", "H", "H", "Cl", "C", "Cl", "H", "H", "Cl", "C", "Cl", "H", "H", "Cl", "C", "Cl", "H", "H", "Cl", "C", "Cl", "H", "H"],
  "coordinates": [[21.08489, 21.07829, -5.72820], [20.79457, 19.74132, -6.83110], [20.58894, 18.26224, -5.81437], [19.93426, 20.06033, -7.41948], [21.61653, 19.59645, -7.53217], [17.48671, 14.94090, -12.50852], [16.72193, 16.16457, -11.47968], [15.24628, 16.74434, -12.26054], [16.50068, 15.80956, -10.47314], [17.42482, 16.99424, -11.40419], [18.52061, 8.62156, -13.05630], [18.98674, 9.24986, -11.50494], [20.31046, 10.42812, -11.41750], [18.10801, 9.71379, -11.05695], [19.13180, 8.48368, -10.74334], [26.00817, 14.11966, -7.71097], [26.44550, 15.11060, -6.36427], [28.07997, 14.78087, -5.80173], [26.50301, 16.12512, -6.75866], [25.72171, 15.07383, -5.55010], [22.65953, 15.95211, -13.07795], [22.68961, 15.44773, -11.40272], [21.51903, 16.53978, -10.55256], [22.32636, 14.42395, -11.31308], [23.69751, 15.51634, -10.99341]],
  "atomic_forces_ev_per_a": [[0.367, 0.449, -0.026], [-0.011, -0.065, 0.165], [-0.192, 0.424, -0.961], [-0.291, -0.766, 0.339], [0.132, -0.054, 0.467], [0.036, -0.138, 0.388], [0.360, 0.428, -0.145], [-0.117, 0.106, 0.227], [-0.066, -0.327, -0.371], [-0.183, -0.081, -0.095], [0.360, -0.085, -0.283], [-1.044, 0.324, 1.892], [-0.127, -0.343, -0.362], [0.018, 0.567, -0.565], [0.796, -0.452, -0.683], [-0.454, -0.763, -0.518], [0.290, 1.458, 0.045], [0.179, -0.269, 0.377], [-0.230, -0.070, 0.234], [0.203, -0.350, -0.149], [0.398, -0.247, -0.490], [-0.687, 0.211, 0.253], [0.615, -0.553, 0.290], [-0.067, 0.252, -0.056], [-0.286, 0.344, 0.026]],
  "nbo_charge": [-0.019, -0.389, -0.038, 0.224, 0.223, -0.023, -0.398, -0.024, 0.223, 0.221, 0.012, -0.430, -0.024, 0.219, 0.223, -0.005, -0.421, -0.021, 0.221, 0.227, -0.007, -0.381, -0.062, 0.225, 0.226],
  "relative_energy_kj_mol": 81.5,
  "smiles": "ClCCl.ClCCl.ClCCl.ClCCl.ClCCl",
  "homo_ev": -10.9,
  "molar_mass_g_mol": 424.67,
  "homo_lumo_gap_ha": 0.4101,
  "fmax_ev_per_a": 2.19
}